This record from the OMol25 dataset describes a cluster of 2 separate species, C32H33FN2O4S in total at a distorted geometry. The level of theory is ωB97M-V/def2-TZVPD.

Element x y z (Å)
C1 -3.8033 3.9431 1.0999
C2 -3.2002 3.5788 -0.2319
O1 -1.8027 3.3128 0.0030
C3 -1.2114 2.6966 -1.0572
C4 0.1172 2.1605 -0.5873
F1 0.8650 1.6391 -1.5663
S1 -0.2069 1.0772 0.8985
C5 0.8856 -0.3331 0.7074
C6 0.4019 -1.6312 0.8715
C7 1.2005 -2.7091 0.4945
C8 2.4721 -2.4897 -0.0372
C9 2.9622 -1.1870 -0.1419
C10 2.1653 -0.1077 0.2302
O2 0.1196 1.8728 2.0545
O3 -1.5114 0.4778 0.7160
O4 -1.7129 2.5112 -2.1500
H1 -4.7695 4.4213 0.9106
H2 -3.9722 3.0313 1.6857
H3 -3.1572 4.6147 1.6773
H4 -3.6796 2.6835 -0.6488
H5 -3.3074 4.4054 -0.9469
H6 -0.5907 -1.7990 1.2727
H7 0.8280 -3.7237 0.6223
H8 3.0941 -3.3311 -0.3453
H9 3.9669 -0.9939 -0.5102
H10 2.5310 0.9072 0.1406
C11 7.2309 -1.0199 -1.0830
N1 7.0219 0.4059 -0.9460
C12 6.0238 0.9767 -0.2152
C13 6.1114 2.3883 -0.3313
C14 5.3088 3.3404 0.3113
C15 5.7294 4.6737 0.6207
C16 7.0946 5.0356 0.8324
C17 7.4917 6.3503 1.0191
C18 6.5116 7.3881 0.9791
N2 6.8877 8.7012 1.0110
C19 8.2307 9.1136 1.3636
C20 9.2760 8.1422 0.8515
C21 8.9298 6.7050 1.2416
C22 5.9301 9.7798 1.1473
C23 4.6232 9.4760 0.4438
C24 4.0896 8.1063 0.8531
C25 5.1335 7.0392 0.8615
C26 4.7682 5.7129 0.7505
C27 7.2345 2.6489 -1.2462
C28 7.7732 3.7954 -1.8252
C29 8.9021 3.6721 -2.6548
C30 9.4437 2.4123 -2.9623
C31 8.8578 1.2428 -2.4539
C32 7.7873 1.3911 -1.5801
H11 7.9960 -1.2153 -1.8370
H12 7.5396 -1.4587 -0.1273
H13 6.2985 -1.5127 -1.3834
H14 5.3175 0.3882 0.3725
H15 4.3057 3.0297 0.6113
H16 7.8711 4.2685 0.8470
H17 8.3887 10.1156 0.9413
H18 8.3123 9.2148 2.4621
H19 9.3460 8.2268 -0.2393
H20 10.2456 8.4261 1.2703
H21 9.1848 6.5609 2.3040
H22 9.5636 6.0158 0.6747
H23 5.7381 9.9713 2.2189
H24 6.3892 10.6893 0.7346
H25 3.8918 10.2467 0.6969
H26 4.7740 9.5009 -0.6412
H27 3.6400 8.1807 1.8549
H28 3.2898 7.8052 0.1688
H29 3.7061 5.4628 0.7057
H30 7.3113 4.7654 -1.6369
H31 9.3474 4.5698 -3.0854
H32 10.3173 2.3483 -3.6107
H33 9.2338 0.2498 -2.6952

- Relative energy (zero: lowest compared OMol25 entry of this formula, charge and spin): 63.1 kcal per mole
- HOMO level: -4.854 eV
- Max |F|: 0.0632 Eh/bohr
- Orbital gap: 2.36 eV
- Charge: 0
- E_tot: -2147.56533 Eh

This record from the OMol25 dataset describes a structure of composition C32H33FN4OS3SbTc at a distorted geometry. The level of theory is ωB97M-V/def2-TZVPD.

Element x y z (Å)
Tc1 0.2118 -0.1206 -0.0415
C1 -3.9412 0.5363 -0.8646
C2 -2.4934 0.1835 -0.9098
N1 -1.7546 -0.0255 0.1549
N2 -2.2843 -0.0229 1.3814
C3 -1.3642 -0.2628 2.3015
O1 -0.1437 -0.4912 2.0154
C4 -1.8047 -0.2444 3.7048
C5 -3.1290 0.0344 4.0397
C6 -3.5028 0.0861 5.3678
C7 -2.5661 -0.1358 6.3655
C8 -1.2491 -0.4159 6.0389
C9 -0.8701 -0.4749 4.7119
C10 -1.7730 -0.0098 -2.1284
C11 -2.3894 -0.1185 -3.3816
C12 -1.6676 -0.5801 -4.4592
C13 -0.3309 -0.9248 -4.2659
C14 0.2415 -0.7000 -3.0344
N3 -0.4267 -0.2195 -1.9774
H1 -4.2354 0.6817 0.1706
H2 -4.5484 -0.2528 -1.3080
H3 -4.1094 1.4597 -1.4200
H4 -3.8392 0.2114 3.2492
H5 -4.5263 0.3052 5.6349
H6 -2.8678 -0.0895 7.4003
H7 -0.5191 -0.5836 6.8179
H8 0.1481 -0.6907 4.4282
H9 -3.4323 0.1356 -3.4733
H10 -2.1271 -0.7005 -5.4265
H11 0.2579 -1.3483 -5.0613
H12 1.2931 -0.9016 -2.8751
S1 1.5746 4.9167 2.5912
Sb1 1.6442 4.2367 0.4496
S2 -0.8227 3.5683 -0.2420
S3 0.2031 2.1019 0.6935
C15 4.2060 -0.7304 2.8877
C16 3.0904 0.2174 2.4389
C17 2.5735 1.0353 3.6238
C18 3.5753 1.1176 1.3252
C19 4.4770 2.1238 1.6398
C20 4.9357 3.0002 0.6779
C21 4.4789 2.8603 -0.6172
C22 3.6011 1.8429 -0.9916
C23 3.2392 1.8006 -2.4634
C24 1.7744 2.1772 -2.7003
C25 3.6330 0.4747 -3.1168
C26 3.1432 0.9500 -0.0064
N4 2.2736 -0.1435 -0.2771
C27 2.8722 -1.3578 -0.3755
C28 4.2665 -1.5686 -0.4561
C29 4.7907 -2.8347 -0.5857
C30 3.9748 -3.9574 -0.6350
C31 2.5999 -3.7944 -0.5565
C32 2.0913 -2.5266 -0.4321
F1 0.7063 -2.3544 -0.3490
H13 3.8416 -1.3776 3.6813
H14 5.0587 -0.1702 3.2631
H15 4.5404 -1.3527 2.0606
H16 2.2570 -0.3899 2.0727
H17 3.3582 1.6334 4.0761
H18 2.1846 0.3646 4.3845
H19 1.7733 1.7020 3.3100
H20 4.8320 2.2235 2.6524
H21 5.6412 3.7764 0.9352
H22 4.8345 3.5443 -1.3756
H23 3.8443 2.5695 -2.9597
H24 1.1123 1.6222 -2.0395
H25 1.4910 1.9701 -3.7294
H26 1.6253 3.2447 -2.5256
H27 3.1980 -0.3800 -2.6135
H28 4.7143 0.3576 -3.0828
H29 3.3137 0.4679 -4.1553
H30 4.9140 -0.7070 -0.4153
H31 5.8613 -2.9557 -0.6442
H32 4.3970 -4.9440 -0.7335
H33 1.9320 -4.6398 -0.5835

- Expectation value of S²: 2.032
- HOMO level (spin up / spin down): -7.407 / -7.530 eV
- Max |F|: 0.0424 Eh/bohr
- 2S+1: 3
- Orbital gap (spin up / spin down): 6.24 / 6.22 eV
- Charge: 0
- E_tot: -3148.99976 Eh